A molecular structure, C36H30CuN3O3SSe2, computed with wB97M-V/def2-TZVPD.

Values from the calculation:
total charge = +1
LUMO (spin up / spin down) = -0.1088 / -0.1287 Ha
HOMO level (spin up / spin down) = -10.90 / -10.90 eV
multiplicity = 2
energy = -8621.168331 hartree

CARTESIAN COORDINATES (ANGSTROEM)
Cu: 1.05 0.33 1.29
Se: 3.63 -1.56 3.35
Se: 1.43 -2.13 3.27
C: 0.65 -0.56 4.08
C: 0.10 -0.61 5.35
C: -0.47 0.55 5.86
C: -0.45 1.71 5.09
C: 0.15 1.66 3.84
N: 0.68 0.55 3.35
C: 4.00 -0.45 1.81
C: 5.31 -0.56 1.33
C: 5.76 0.35 0.40
C: 4.90 1.36 -0.01
C: 3.61 1.38 0.49
N: 3.15 0.48 1.37
H: 0.13 -1.52 5.92
H: -0.92 0.55 6.84
H: -0.86 2.63 5.46
H: 0.18 2.53 3.20
H: 5.93 -1.35 1.72
H: 6.77 0.29 0.02
H: 5.23 2.13 -0.70
H: 2.93 2.16 0.22
O: -0.58 -1.29 1.52
C: -1.84 -0.77 1.08
C: -1.76 0.83 1.08
O: -2.81 1.43 1.09
O: -0.60 1.33 1.01
C: -2.91 -1.24 2.06
C: -3.58 -2.43 1.80
C: -4.49 -2.93 2.72
C: -4.73 -2.25 3.90
C: -4.07 -1.07 4.15
C: -3.16 -0.56 3.25
C: -2.16 -1.14 -0.35
C: -3.37 -0.70 -0.89
C: -3.70 -1.01 -2.20
C: -2.84 -1.76 -2.98
C: -1.65 -2.21 -2.45
C: -1.31 -1.90 -1.14
H: -0.40 -2.09 1.01
H: -3.39 -2.96 0.88
H: -5.00 -3.86 2.50
H: -5.43 -2.65 4.61
H: -4.26 -0.53 5.07
H: -2.65 0.37 3.46
H: -4.03 -0.11 -0.28
H: -4.64 -0.66 -2.61
H: -3.10 -2.00 -4.00
H: -0.98 -2.82 -3.04
H: -0.35 -2.26 -0.77
N: 1.13 -0.04 -0.71
S: 2.13 0.47 -1.85
C: 1.46 -0.35 -3.32
C: 2.06 -1.54 -3.67
C: 1.55 -2.27 -4.73
C: 0.44 -1.80 -5.42
C: -0.16 -0.61 -5.05
C: 0.34 0.12 -3.99
C: 1.69 2.18 -2.31
C: 2.29 2.72 -3.43
C: 1.90 3.98 -3.85
C: 0.95 4.69 -3.14
C: 0.39 4.15 -1.99
C: 0.76 2.88 -1.56
H: 0.17 0.02 -1.03
H: 2.92 -1.90 -3.12
H: 2.01 -3.20 -5.02
H: 0.05 -2.38 -6.25
H: -1.02 -0.26 -5.58
H: -0.13 1.04 -3.70
H: 3.03 2.16 -3.97
H: 2.33 4.40 -4.75
H: 0.64 5.66 -3.48
H: -0.35 4.70 -1.44
H: 0.32 2.45 -0.68

Here are the Mulliken charges for atoms 1 to 2, given in e:
1 Cu -0.423
2 Se -0.014